Record 1
{
  "formula": "C6H11N",
  "method": "ωB97M-V with the def2-TZVPD basis set",
  "symbols": ["N", "C", "C", "C", "C", "C", "C", "H", "H", "H", "H", "H", "H", "H", "H", "H", "H", "H"],
  "coordinates": [[-0.659, 0.845, 1.293], [0.240, 0.085, -0.774], [0.455, 0.334, 1.706], [0.999, -0.420, 0.491], [-2.303, -0.318, -0.485], [2.516, -0.322, 0.316], [-1.097, 0.619, -0.349], [-1.382, 1.498, 1.429], [-3.196, 0.092, 0.003], [0.746, -1.476, 0.679], [-2.589, -0.517, -1.532], [0.828, 0.886, -1.235], [0.153, -0.737, -1.484], [-1.341, 1.596, -0.826], [2.842, -0.925, -0.541], [2.817, 0.715, 0.126], [3.048, -0.673, 1.205], [-2.079, -1.283, -0.022]],
  "lowdin_charge": [0.034, -0.169, -0.046, -0.401, -0.080, -0.098, -0.271, 0.091, 0.070, 0.131, 0.081, 0.112, 0.114, 0.130, 0.076, 0.076, 0.072, 0.078],
  "lumo_energy_ha": 0.0352,
  "largest_force_ev_per_a": 4.52,
  "de_lowest_kcal_mol": 61.23,
  "e_tot_ha": -289.87411,
  "homo_lumo_gap_ev": 8.941
}



Record 2
{
  "formula": "C44H52N7O2PRh",
  "method": "ωB97M-V with the def2-TZVPD basis set",
  "symbols": ["Rh", "P", "O", "O", "N", "N", "N", "N", "N", "N", "N", "C", "C", "C", "C", "C", "C", "C", "C", "C", "C", "C", "C", "C", "C", "C", "C", "C", "C", "C", "C", "C", "C", "C", "C", "C", "C", "C", "C", "C", "C", "C", "C", "C", "C", "C", "C", "C", "C", "C", "C", "C", "C", "C", "C", "H", "H", "H", "H", "H", "H", "H", "H", "H", "H", "H", "H", "H", "H", "H", "H", "H", "H", "H", "H", "H", "H", "H", "H", "H", "H", "H", "H", "H", "H", "H", "H", "H", "H", "H", "H", "H", "H", "H", "H", "H", "H", "H", "H", "H", "H", "H", "H", "H", "H", "H", "H"],
  "coordinates": [[-0.910, -0.032, -0.278], [1.190, -0.098, 1.221], [-2.433, 2.623, -2.122], [-2.258, -2.628, -1.221], [-2.217, 1.270, -1.902], [-2.194, -1.365, -1.441], [0.863, 0.598, -1.250], [-2.012, -1.772, 1.954], [-3.878, -3.117, 2.759], [-1.607, -4.025, 2.792], [-2.231, -2.238, 4.339], [-3.034, -4.311, 2.594], [2.604, -0.765, 2.257], [-2.426, 3.114, 3.225], [-3.506, 1.063, -3.968], [0.352, 3.678, -0.601], [0.866, 2.454, -2.935], [2.718, -0.959, -0.847], [1.634, 1.967, 3.106], [-3.286, -1.916, -3.522], [-2.849, 1.688, 1.318], [3.856, -0.998, -1.588], [-1.438, -3.459, 4.133], [-0.629, 1.779, 2.230], [0.855, 3.717, -2.038], [-2.779, 0.525, -2.771], [-0.112, 3.316, 4.072], [2.204, 4.450, -2.101], [-3.299, 2.593, 2.313], [2.169, -1.880, -4.355], [3.082, 1.445, -0.427], [0.904, 1.057, -2.600], [4.590, 0.186, -1.839], [0.812, 0.131, -3.686], [-2.720, -0.926, -2.556], [-1.542, 1.254, 1.255], [-1.060, 2.736, 3.191], [3.161, -1.933, 4.323], [2.228, -1.404, 3.445], [4.912, -1.241, 2.845], [0.754, 2.851, -4.267], [-1.836, -1.257, 3.312], [4.516, -1.852, 4.026], [-3.428, -2.111, 1.775], [0.834, -1.424, -3.733], [0.659, 0.616, -4.990], [3.969, -0.705, 1.969], [-1.213, -2.999, 1.807], [2.067, 0.338, -0.420], [0.530, -2.331, -2.528], [4.212, 1.379, -1.180], [0.644, 1.955, -5.305], [1.202, 2.959, 4.016], [0.752, 1.371, 2.242], [-3.641, -2.581, 4.104], [1.448, -2.773, -2.134], [0.536, -0.105, -5.793], [5.253, -2.261, 4.708], [-1.940, 3.019, -1.397], [2.197, -1.875, -0.593], [4.867, 2.244, -1.233], [2.519, 4.597, -3.137], [-2.573, -2.737, -3.636], [-0.381, -3.225, 4.286], [0.058, -1.651, -4.466], [0.269, 4.705, -0.226], [2.174, -2.970, -4.473], [2.983, 3.884, -1.596], [-3.347, -5.062, 3.322], [-0.121, -3.151, -2.839], [1.006, 3.137, 0.063], [-1.742, -4.201, 4.876], [2.348, -1.427, -5.332], [2.831, -2.415, 5.237], [-2.953, 0.797, -4.873], [2.675, 1.664, 3.118], [-3.488, -1.467, -4.494], [-3.178, -4.707, 1.588], [2.995, -1.601, -3.697], [-1.354, -3.373, 0.796], [0.035, -1.824, -1.718], [-0.449, 4.059, 4.790], [0.703, 3.915, -4.486], [-0.789, -0.987, 3.457], [1.921, 3.417, 4.685], [4.319, -0.232, 1.063], [5.471, 0.164, -2.469], [-3.946, -3.327, 4.841], [-4.206, -2.368, -3.138], [-3.563, -2.499, 0.767], [-0.161, -2.750, 1.959], [-4.022, -1.203, 1.905], [2.123, 5.434, -1.623], [-3.583, 2.141, -3.919], [-4.503, 0.627, -4.039], [-0.618, 3.201, -0.488], [0.155, 4.374, -2.559], [-2.758, 3.824, 3.977], [5.965, -1.175, 2.594], [4.219, -1.947, -1.968], [-4.249, -1.684, 4.240], [-3.566, 1.334, 0.583], [-2.440, -0.354, 3.433], [2.909, 2.323, 0.182], [1.174, -1.478, 3.693], [-4.343, 2.890, 2.338], [0.517, 2.291, -6.328]],
  "lowdin_spin": [2.094, 0.123, 0.015, 0.012, 0.079, 0.078, 0.242, 0.035, 0.001, 0.001, 0.001, 0.000, 0.038, 0.001, 0.000, 0.001, 0.015, 0.228, 0.007, 0.007, 0.026, 0.015, 0.000, 0.030, 0.003, -0.001, 0.008, 0.002, 0.004, -0.001, 0.222, 0.017, 0.309, 0.015, 0.029, 0.128, 0.005, 0.000, 0.009, 0.002, -0.001, 0.003, 0.006, 0.001, 0.003, -0.001, 0.019, 0.002, 0.061, 0.009, 0.017, 0.011, 0.000, 0.007, 0.000, 0.001, 0.000, 0.000, 0.001, 0.010, -0.005, 0.000, 0.001, 0.000, 0.001, 0.000, 0.000, 0.001, 0.000, 0.001, 0.000, 0.000, 0.000, 0.000, 0.000, 0.001, 0.000, 0.000, -0.001, 0.000, 0.004, 0.001, 0.000, 0.001, 0.000, 0.006, 0.020, 0.000, 0.001, 0.000, 0.001, 0.000, 0.000, 0.000, 0.000, 0.000, 0.000, 0.000, 0.000, -0.005, 0.000, 0.005, 0.000, 0.011, 0.001, 0.001, 0.001],
  "lumo_energy_ha": [0.0981, 0.0664],
  "largest_force_ev_per_a": 0.78,
  "de_lowest_kcal_mol": 31.79,
  "e_tot_ha": -2693.33811,
  "charge": -1,
  "multiplicity": 5,
  "homo_lumo_gap_ev": [6.265, 6.258]
}



- Which formula does entry 2 have?
  C44H52N7O2PRh



Copy entry 1 word for word.
{
  "formula": "C6H11N",
  "method": "ωB97M-V with the def2-TZVPD basis set",
  "symbols": ["N", "C", "C", "C", "C", "C", "C", "H", "H", "H", "H", "H", "H", "H", "H", "H", "H", "H"],
  "coordinates": [[-0.659, 0.845, 1.293], [0.240, 0.085, -0.774], [0.455, 0.334, 1.706], [0.999, -0.420, 0.491], [-2.303, -0.318, -0.485], [2.516, -0.322, 0.316], [-1.097, 0.619, -0.349], [-1.382, 1.498, 1.429], [-3.196, 0.092, 0.003], [0.746, -1.476, 0.679], [-2.589, -0.517, -1.532], [0.828, 0.886, -1.235], [0.153, -0.737, -1.484], [-1.341, 1.596, -0.826], [2.842, -0.925, -0.541], [2.817, 0.715, 0.126], [3.048, -0.673, 1.205], [-2.079, -1.283, -0.022]],
  "lowdin_charge": [0.034, -0.169, -0.046, -0.401, -0.080, -0.098, -0.271, 0.091, 0.070, 0.131, 0.081, 0.112, 0.114, 0.130, 0.076, 0.076, 0.072, 0.078],
  "lumo_energy_ha": 0.0352,
  "largest_force_ev_per_a": 4.52,
  "de_lowest_kcal_mol": 61.23,
  "e_tot_ha": -289.87411,
  "homo_lumo_gap_ev": 8.941
}



- What is the formula in the first record?
  C6H11N